No. 1
Here is C23H16BrIN3O3SY as an isolated structure from the Open Molecules 2025 dataset. Energies are from ωB97M-V/def2-TZVPD.

Values from the calculation:
Gap between HOMO and LUMO in eV: 8.46
Energy relative to the best compared isomer or geometry (same formula, charge and spin) in eV: 0.2650
Total charge: +2
LUMO energy in eV: -6.42

CARTESIAN COORDINATES (ANGSTROEM)
Y 1.412 0.685 -0.771
C -2.008 -2.286 -1.721
C -1.526 -3.492 -1.243
C -0.297 -3.529 -0.602
C 0.426 -2.357 -0.454
N -0.043 -1.183 -0.930
C -1.236 -1.154 -1.547
C 1.741 -2.326 0.253
C 2.435 -3.484 0.564
C 3.629 -3.392 1.265
C 4.097 -2.146 1.646
C 3.362 -1.036 1.280
N 2.219 -1.111 0.586
H -2.963 -2.213 -2.219
H -2.102 -4.401 -1.358
H 0.074 -4.461 -0.204
H -1.562 -0.193 -1.921
H 2.070 -4.453 0.258
H 4.181 -4.290 1.509
H 5.014 -2.026 2.204
H 3.702 -0.041 1.536
Br 3.211 2.667 0.693
C 2.309 3.562 2.110
C 3.008 4.608 2.697
C 2.420 5.328 3.724
C 1.143 5.010 4.156
C 0.447 3.967 3.567
C 1.031 3.236 2.537
I -0.103 1.675 1.772
H 4.001 4.860 2.353
H 2.965 6.142 4.181
H 0.682 5.573 4.956
H -0.550 3.730 3.911
O 0.049 1.392 -2.709
C 1.159 1.625 -3.220
N 2.161 2.061 -2.385
S 3.506 1.256 -2.809
O 3.316 0.025 -1.963
O 4.739 1.934 -2.655
C 3.025 0.928 -4.457
C 3.780 0.471 -5.512
C 3.103 0.285 -6.717
C 1.739 0.533 -6.827
C 0.990 0.982 -5.741
C 1.658 1.194 -4.552
H 4.839 0.272 -5.419
H 3.650 -0.053 -7.586
H 1.254 0.380 -7.781
H -0.069 1.182 -5.832

Löwdin atomic charge list, values in e, 5 entries: number 1, Y, carries 1.25; number 2, C, carries -0.01; number 3, C, carries 0.00; number 4, C, carries 0.03; number 5, C, carries -0.19

***

No. 2
Here is C23H16BrN5O3W as an isolated structure from the Open Molecules 2025 dataset. Energies are from ωB97M-V/def2-TZVPD.

Values from the calculation:
Spin multiplicity: 3
Gap between HOMO and LUMO (alpha / beta) in eV: 6.11 / 6.65
Energy relative to the best compared isomer or geometry (same formula, charge and spin) in eV: 0.1603
Total charge: +2
⟨S²⟩: 2.06
LUMO energy (alpha / beta) in eV: -7.50 / -7.17

CARTESIAN COORDINATES (ANGSTROEM)
W 0.051 0.547 0.220
O -2.419 -2.761 -0.086
C -1.801 -1.782 0.235
N -1.041 -0.956 -0.580
C -0.857 -1.203 -1.955
C -1.305 -2.289 -2.705
C -1.064 -2.309 -4.069
C -0.394 -1.266 -4.700
C 0.055 -0.176 -3.977
C -0.165 -0.151 -2.605
N 0.165 0.875 -1.715
C 0.270 2.222 -2.091
O 0.762 2.649 -3.091
C -0.354 3.090 -1.023
C -0.402 4.460 -1.153
C -1.061 5.200 -0.178
C -1.660 4.530 0.881
C -1.555 3.155 0.955
N -0.906 2.432 0.030
C -1.762 -1.307 1.659
C -2.504 -1.935 2.638
C -2.418 -1.472 3.942
C -1.581 -0.397 4.216
C -0.871 0.184 3.187
N -0.952 -0.257 1.916
H -1.848 -3.092 -2.238
H -1.411 -3.151 -4.651
H -0.218 -1.303 -5.767
H 0.588 0.635 -4.451
H 0.054 4.918 -2.020
H -1.120 6.278 -0.252
H -2.200 5.069 1.646
H -2.017 2.602 1.764
H -3.129 -2.770 2.352
H -2.991 -1.940 4.732
H -1.476 -0.010 5.220
H -0.213 1.023 3.375
O 5.316 -2.568 1.402
C 4.156 -2.045 1.083
C 3.147 -2.707 0.369
C 1.961 -2.067 0.113
N 1.721 -0.803 0.512
C 2.721 -0.182 1.155
Br 2.223 1.657 1.531
C 3.924 -0.711 1.484
H 5.436 -3.476 1.093
H 3.294 -3.720 0.015
H 1.162 -2.561 -0.427
H 4.688 -0.157 2.011

Löwdin atomic charge list, values in e, 5 entries: number 1, W, carries 1.52; number 2, O, carries 0.14; number 3, C, carries -0.42; number 4, N, carries -0.05; number 5, C, carries -0.20

***

No. 3
Here is a 14-piece molecular cluster, C23H16Cl52F4O2 overall from the Open Molecules 2025 dataset. Energies are from ωB97M-V/def2-TZVPD.

Values from the calculation:
Gap between HOMO and LUMO in eV: 8.15
Total charge: 0
LUMO energy in eV: -1.16

CARTESIAN COORDINATES (ANGSTROEM)
C -2.049 -2.889 -0.734
O -0.637 -3.131 -0.400
C 0.154 -3.525 -1.580
C 1.405 -4.535 -1.270
C 2.822 -3.801 -0.895
F 2.898 -3.509 0.581
C 0.543 -2.158 -2.396
O 1.085 -1.069 -1.563
C 0.099 0.006 -1.346
C -0.194 0.920 -2.696
C 0.256 2.495 -2.517
C -0.030 3.250 -3.960
F 1.029 4.086 -4.641
C -1.339 3.171 -4.713
F -1.961 1.910 -5.194
F -1.988 4.511 -4.971
H -2.265 -2.782 -1.892
H -2.404 -1.854 -0.257
H -2.683 -3.720 -0.205
H -0.596 -4.130 -2.285
H 1.554 -5.260 -2.179
H 1.117 -5.230 -0.343
H 3.104 -2.885 -1.566
H 3.676 -4.614 -1.082
H -0.416 -1.852 -3.023
H 1.378 -2.409 -3.210
H -0.912 -0.345 -0.865
H 0.589 0.754 -0.555
H -1.331 0.821 -2.961
H 0.464 0.427 -3.561
H -0.369 2.946 -1.618
H 1.409 2.479 -2.246
C -2.032 5.058 0.858
Cl -1.845 6.820 1.044
Cl -3.502 4.523 1.712
Cl -2.170 4.655 -0.872
Cl -0.611 4.234 1.548
C -1.034 5.208 -8.539
Cl -2.509 5.963 -7.882
Cl -1.478 3.770 -9.494
Cl -0.185 6.375 -9.584
Cl 0.034 4.724 -7.198
C -1.049 -6.914 2.178
Cl -0.639 -5.478 1.207
Cl -2.683 -6.722 2.862
Cl -1.006 -8.363 1.142
Cl 0.131 -7.094 3.500
C 1.804 -10.882 -0.543
Cl 2.323 -11.155 1.140
Cl 0.026 -10.784 -0.608
Cl 2.505 -9.357 -1.140
Cl 2.362 -12.232 -1.563
C 3.175 -0.998 3.526
Cl 4.201 0.162 2.645
Cl 2.684 -0.291 5.086
Cl 1.725 -1.364 2.557
Cl 4.090 -2.499 3.816
C 7.656 1.368 5.121
Cl 5.947 0.875 5.235
Cl 8.355 0.744 3.606
Cl 7.762 3.147 5.136
Cl 8.558 0.708 6.508
C -6.615 5.841 -7.815
Cl -7.446 4.597 -6.848
Cl -5.480 6.740 -6.776
Cl -5.716 5.060 -9.141
Cl -7.817 6.967 -8.495
C 4.174 2.437 -4.872
Cl 3.085 3.122 -6.105
Cl 4.754 3.739 -3.803
Cl 3.291 1.226 -3.907
Cl 5.564 1.661 -5.671
C -0.543 -8.793 7.358
Cl -1.631 -8.108 6.124
Cl 0.038 -7.491 8.427
Cl -1.425 -10.004 8.322
Cl 0.848 -9.569 6.558
C 3.632 3.890 7.071
Cl 2.750 5.062 6.060
Cl 3.002 3.952 8.737
Cl 3.408 2.250 6.412
Cl 5.366 4.297 7.077
C -3.589 9.048 -3.857
Cl -3.070 8.775 -2.175
Cl -5.367 9.146 -3.922
Cl -2.888 10.573 -4.455
Cl -3.031 7.698 -4.878
C -6.936 4.693 4.569
Cl -8.644 4.199 4.682
Cl -6.237 4.068 3.054
Cl -6.829 6.471 4.583
Cl -6.033 4.032 5.956
C 0.477 -3.571 8.174
Cl -0.998 -2.817 8.831
Cl 0.033 -5.009 7.220
Cl 1.326 -2.404 7.130
Cl 1.545 -4.055 9.515

Löwdin atomic charge list, values in e, 5 entries: number 1, C, carries -0.12; number 2, O, carries -0.30; number 3, C, carries -0.29; number 4, C, carries -0.12; number 5, C, carries -0.11

***

No. 4
Here is C23H16Cl5IN2O2Pt as an isolated structure from the Open Molecules 2025 dataset. Energies are from ωB97M-V/def2-TZVPD.

Values from the calculation:
Gap between HOMO and LUMO in eV: 7.94
Energy relative to the best compared isomer or geometry (same formula, charge and spin) in eV: 0.0000
Total charge: 0
LUMO energy in eV: -0.42

CARTESIAN COORDINATES (ANGSTROEM)
Pt -0.099 -0.685 -0.468
Cl -2.413 -1.777 -2.592
C -1.953 -2.856 -1.313
C -1.001 -2.444 -0.386
C -0.647 -3.367 0.597
Cl 0.571 -2.947 1.765
C -1.221 -4.634 0.675
Cl -0.753 -5.745 1.905
C -2.184 -5.008 -0.259
Cl -2.909 -6.567 -0.179
C -2.550 -4.115 -1.262
Cl -3.732 -4.580 -2.424
N 2.739 -2.848 -2.969
C 2.292 -2.066 -1.977
O 1.192 -1.519 -2.048
C 3.182 -1.914 -0.767
I 4.689 -0.478 -1.159
H 2.194 -2.898 -3.815
H 3.691 -3.167 -2.989
H 3.679 -2.853 -0.542
H 2.571 -1.572 0.062
N -4.713 2.323 4.421
C -4.000 1.824 3.670
C -3.108 1.204 2.729
C -1.768 1.012 3.058
C -0.910 0.423 2.146
C -1.354 0.019 0.881
C -2.711 0.196 0.584
C -3.579 0.787 1.486
H -1.410 1.321 4.032
H 0.124 0.265 2.424
H -3.094 -0.128 -0.376
H -4.622 0.925 1.235
C 3.298 2.426 1.429
C 2.180 1.860 0.596
O 1.904 0.677 0.687
C 1.408 2.763 -0.302
C 0.484 2.243 -1.201
C -0.270 3.072 -2.010
C -0.108 4.450 -1.927
C 0.812 4.986 -1.039
C 1.567 4.147 -0.235
H 3.879 1.603 1.835
H 2.866 2.997 2.255
H 3.942 3.094 0.859
H 0.320 1.170 -1.335
H -0.987 2.641 -2.696
H -0.703 5.102 -2.553
H 0.941 6.058 -0.969
H 2.274 4.579 0.460

Löwdin atomic charge list, values in e, 5 entries: number 1, Pt, carries 0.95; number 2, Cl, carries 0.67; number 3, C, carries -0.69; number 4, C, carries -0.36; number 5, C, carries -0.67

***

No. 5
Here is C23H16CrO6P as an isolated structure from the Open Molecules 2025 dataset. Energies are from ωB97M-V/def2-TZVPD.

Values from the calculation:
Spin multiplicity: 5
Gap between HOMO and LUMO (alpha / beta) in eV: 6.63 / 6.40
Energy relative to the best compared isomer or geometry (same formula, charge and spin) in eV: 1.3628
Total charge: +1
⟨S²⟩: 6.04
LUMO energy (alpha / beta) in eV: -2.83 / -5.78

CARTESIAN COORDINATES (ANGSTROEM)
O 0.933 1.066 -7.839
C 0.223 0.947 -6.962
Cr -0.978 -0.830 -2.767
O -2.173 1.057 -4.763
C -1.743 0.338 -3.978
C -2.353 -0.800 -1.533
O -3.209 -0.781 -0.764
C 0.115 -2.005 -1.850
O 0.832 -2.731 -1.322
C -1.613 -2.246 -3.771
O -1.963 -3.120 -4.428
H 0.196 -0.856 -3.820
O -0.286 0.582 -1.566
P 0.120 0.384 -0.006
C -1.040 -0.704 1.011
C -2.197 -0.150 1.603
C -3.061 -0.943 2.369
C -2.778 -2.295 2.569
C -1.618 -2.850 2.026
C -0.754 -2.059 1.265
C 1.846 -0.262 0.166
C 2.728 -0.285 -0.920
C 4.021 -0.800 -0.758
C 4.432 -1.301 0.484
C 3.554 -1.284 1.566
C 2.269 -0.764 1.410
C -0.018 1.974 0.928
C 0.220 1.953 2.315
C 0.053 3.102 3.086
C -0.353 4.288 2.478
C -0.590 4.323 1.098
C -0.425 3.166 0.321
H -2.443 0.892 1.456
H -3.952 -0.512 2.802
H -3.449 -2.910 3.156
H -1.395 -3.897 2.192
H 0.136 -2.523 0.884
H 2.420 0.096 -1.884
H 4.706 -0.814 -1.595
H 5.427 -1.706 0.605
H 3.863 -1.681 2.525
H 1.605 -0.780 2.261
H 0.508 1.042 2.817
H 0.225 3.065 4.155
H -0.493 5.176 3.080
H -0.913 5.244 0.635
H -0.631 3.198 -0.740

Löwdin atomic charge list, values in e, 5 entries: number 1, O, carries 0.04; number 2, C, carries 0.01; number 3, Cr, carries 0.29; number 4, O, carries 0.19; number 5, C, carries -0.14

***

No. 6
Here is C23H16O6PPt as an isolated structure from the Open Molecules 2025 dataset. Energies are from ωB97M-V/def2-TZVPD.

Values from the calculation:
Spin multiplicity: 5
Gap between HOMO and LUMO (alpha / beta) in eV: 4.04 / 3.69
Energy relative to the best compared isomer or geometry (same formula, charge and spin) in eV: 0.0000
Total charge: +3
⟨S²⟩: 6.05
LUMO energy (alpha / beta) in eV: -9.98 / -13.95

CARTESIAN COORDINATES (ANGSTROEM)
O -1.113 3.588 -6.876
C -1.236 3.221 -5.810
Pt -1.259 1.906 -3.675
C -1.492 2.832 -1.916
O -1.514 3.205 -0.825
C -0.964 -0.002 -2.911
O -1.030 -1.154 -2.945
C 0.644 2.444 -3.767
O 1.712 2.869 -3.949
C -3.242 1.779 -3.901
O -4.369 1.584 -4.120
H -1.090 0.674 -4.831
O 0.131 0.344 -1.033
P 0.247 -0.328 0.330
C -1.276 -1.198 0.676
C -2.366 -0.469 1.172
C -3.638 -1.042 1.166
C -3.822 -2.346 0.681
C -2.721 -3.086 0.246
C -1.444 -2.522 0.243
C 1.668 -1.439 0.397
C 1.826 -2.327 1.472
C 3.085 -2.866 1.724
C 4.170 -2.546 0.890
C 3.972 -1.738 -0.240
C 2.715 -1.196 -0.496
C 0.547 0.852 1.658
C 0.285 0.542 2.998
C 0.652 1.440 4.008
C 1.277 2.649 3.685
C 1.528 2.955 2.345
C 1.168 2.066 1.332
H -2.218 0.537 1.565
H -4.489 -0.473 1.543
H -4.823 -2.784 0.656
H -2.849 -4.114 -0.088
H -0.576 -3.094 -0.089
H 0.987 -2.591 2.112
H 3.240 -3.526 2.577
H 5.177 -2.925 1.119
H 4.800 -1.518 -0.917
H 2.538 -0.572 -1.368
H -0.211 -0.389 3.275
H 0.453 1.201 5.053
H 1.563 3.355 4.471
H 2.011 3.896 2.075
H 1.348 2.305 0.286

Löwdin atomic charge list, values in e, 5 entries: number 1, O, carries 0.18; number 2, C, carries -0.01; number 3, Pt, carries 0.94; number 4, C, carries -0.20; number 5, O, carries 0.15

***

No. 7
Here is C23H17Br4O2Zn as an isolated structure from the Open Molecules 2025 dataset. Energies are from ωB97M-V/def2-TZVPD.

Values from the calculation:
Gap between HOMO and LUMO in eV: 5.07
Energy relative to the best compared isomer or geometry (same formula, charge and spin) in eV: 0.3804
Total charge: -1
LUMO energy in eV: 1.23

CARTESIAN COORDINATES (ANGSTROEM)
C 5.869 2.063 4.121
O 4.852 2.996 3.750
C 3.580 2.562 3.443
C 3.169 1.203 3.474
C 1.836 0.920 3.080
C 0.915 1.890 2.637
C -0.548 1.453 2.319
C -0.616 0.181 1.500
C -1.881 -0.374 1.277
C -2.061 -1.585 0.645
Br -3.789 -2.437 0.565
C -0.914 -2.335 0.149
O -1.024 -3.469 -0.403
C 0.383 -1.663 0.249
Br 1.977 -2.677 -0.287
C 0.508 -0.400 0.813
C 1.399 3.215 2.544
C 2.671 3.578 3.008
H 6.725 2.718 4.260
H 5.672 1.538 5.070
H 6.117 1.324 3.341
H 3.855 0.379 3.739
H 1.514 -0.128 3.095
H -1.150 1.304 3.356
H -2.777 0.120 1.675
H 1.527 0.049 0.846
H 0.760 3.983 2.091
H 2.969 4.637 3.003
Br -7.608 -0.377 1.800
Zn -6.038 -1.039 3.307
Br -4.766 -0.457 5.146
C -3.742 3.009 1.431
C -2.618 2.287 0.945
C -1.368 2.584 1.670
C -1.768 3.720 2.616
C -3.234 3.836 2.520
C -3.989 4.767 3.193
C -3.312 5.634 4.094
C -1.918 5.529 4.290
C -1.175 4.518 3.614
H -4.781 3.018 1.076
H -2.693 1.414 0.272
H -0.361 2.570 1.102
H -5.053 4.852 2.950
H -3.883 6.377 4.630
H -1.397 6.258 4.953
H -0.109 4.424 3.890

Löwdin atomic charge list, values in e, 5 entries: number 1, C, carries -0.09; number 2, O, carries -0.11; number 3, C, carries -0.26; number 4, C, carries 0.00; number 5, C, carries -0.04

***

No. 8
Here is C23H18AgI2N3S as an isolated structure from the Open Molecules 2025 dataset. Energies are from ωB97M-V/def2-TZVPD.

Values from the calculation:
Gap between HOMO and LUMO in eV: 7.20
Energy relative to the best compared isomer or geometry (same formula, charge and spin) in eV: 0.3215
Total charge: 0
LUMO energy in eV: -0.26

CARTESIAN COORDINATES (ANGSTROEM)
Ag -0.046 -0.607 1.734
I -0.596 -2.005 5.359
C -2.070 -1.840 3.843
I -2.134 -3.555 2.660
H -1.838 -0.961 3.278
H -3.031 -1.883 4.362
N 1.007 -0.521 -2.134
C 0.483 -0.735 -3.407
C 1.089 -0.241 -4.566
C 0.578 -0.542 -5.812
C -0.552 -1.385 -5.887
C -1.113 -1.842 -4.744
C -0.669 -1.486 -3.524
S -1.517 -1.991 -2.051
N -0.196 -2.274 -1.033
C 0.838 -1.557 -1.179
C 1.983 -1.864 -0.293
C 3.242 -2.209 -0.794
C 4.230 -2.613 0.097
C 3.961 -2.626 1.450
C 2.671 -2.250 1.857
N 1.721 -1.828 1.039
H 1.888 -0.054 -2.115
H 1.991 0.365 -4.449
H 1.049 -0.225 -6.718
H -0.995 -1.683 -6.834
H -1.937 -2.526 -4.713
H 3.352 -2.297 -1.899
H 5.225 -2.865 -0.284
H 4.694 -2.947 2.196
H 2.423 -2.177 2.909
C -0.186 4.987 1.633
C 0.785 3.962 1.648
C 0.402 2.646 1.831
C -0.975 2.301 1.904
C -1.421 0.958 1.867
C -2.762 0.740 1.850
C -3.727 1.796 2.043
C -3.303 3.063 2.070
C -1.923 3.353 1.916
C -1.502 4.709 1.857
H 0.154 5.990 1.508
H 1.820 4.230 1.610
H 1.084 1.802 1.959
H -3.180 -0.281 1.785
H -4.780 1.571 2.127
H -3.968 3.897 2.133
H -2.250 5.501 1.913

Löwdin atomic charge list, values in e, 5 entries: number 1, Ag, carries 0.75; number 2, I, carries 0.65; number 3, C, carries -1.27; number 4, I, carries 0.69; number 5, H, carries -0.15

***

| no. | molecular weight (g/mol) |
| --- | --- |
| 1 | 710.18 |
| 2 | 674.16 |
| 3 | 2243.93 |
| 4 | 851.64 |
| 5 | 471.34 |
| 6 | 614.43 |
| 7 | 710.39 |
| 8 | 730.16 |